1.
Below is C20H46O2P4Sm as an isolated structure in a non-equilibrium geometry, with properties calculated with ωB97M-V/def2-TZVPD.

multiplicity = 6
total energy = -80616.43233 eV
largest force on an atom = 5.9 eV/A
LUMO level (spin up / spin down) = -9.309 / -9.186 eV
charge = +3
HOMO level (spin up / spin down) = -15.600 / -15.616 eV
HOMO-LUMO gap (spin up / spin down) = 0.23118 / 0.23630 hartree

Element x y z (Å)
1 Sm -0.3529 -0.0499 0.1116
2 P 2.0123 0.9953 1.7484
3 P -1.0321 2.9847 -1.2331
4 P 2.0556 -0.2747 -1.6281
5 H -0.6702 -4.4896 1.2560
6 C 0.3648 -4.8723 1.2363
7 C 1.2959 -4.3633 2.0362
8 H 1.0315 -3.5591 2.7520
9 C 1.5370 1.2849 3.4889
10 C 2.8307 2.5902 1.3711
11 C 3.4780 -0.0699 2.0208
12 C -2.3245 2.5981 -2.3325
13 C -1.4397 3.7522 0.2756
14 C 0.4970 3.4550 -1.9535
15 C 2.8380 -1.8940 -1.2539
16 C 3.5413 0.7917 -1.7179
17 C 1.6466 -0.4363 -3.4054
18 H 0.6023 -5.5500 0.4067
19 H 2.3584 -4.5719 1.9406
20 H 1.0987 0.3767 3.9253
21 H 0.8166 2.1098 3.5600
22 H 2.4527 1.5457 4.0373
23 H 2.0704 3.3604 1.1826
24 H 3.4855 2.4992 0.4952
25 H 3.4249 2.8744 2.2506
26 H 3.1507 -1.1021 2.2073
27 H 3.9984 0.3130 2.9097
28 H 4.1554 -0.0503 1.1579
29 H -2.4825 3.6513 -2.6050
30 H -3.1685 2.1115 -1.8185
31 H -1.9975 1.9588 -3.1639
32 H -2.1291 4.4274 -0.2536
33 H -0.5058 4.2419 0.5920
34 H -1.9295 3.1494 1.0690
35 H -0.0320 4.1884 -2.5785
36 H 1.0676 2.7125 -2.5493
37 H 1.0834 3.9147 -1.1433
38 H 3.2505 -2.3195 -2.1794
39 H 2.0968 -2.5916 -0.8342
40 H 3.6434 -1.7592 -0.5189
41 H 4.1181 0.5344 -2.6181
42 H 4.1819 0.6546 -0.8378
43 H 3.2452 1.8461 -1.7782
44 H 2.5357 -0.7837 -3.9512
45 H 1.3339 0.5369 -3.8062
46 H 0.8254 -1.1476 -3.5607
47 C -1.7791 -1.4982 -2.3850
48 C -2.5288 -0.7064 -3.3051
49 C -2.8287 -1.2147 -4.5724
50 C -2.2550 -2.4156 -5.0018
51 C -1.4454 -3.1415 -4.1241
52 C -1.2600 -2.7197 -2.8190
53 O -1.4365 -1.1967 -1.1343
54 H -0.7191 1.6257 -0.8702
55 H -2.9572 0.2618 -3.0465
56 H -3.5064 -0.6964 -5.2571
57 H -2.4365 -2.8098 -5.9899
58 H -0.9443 -4.0691 -4.4109
59 H -0.7248 -3.2994 -2.0456
60 C -4.0165 -0.5153 2.8476
61 P -2.3104 -0.1767 3.2167
62 C -2.1798 1.2217 4.3125
63 C -1.5119 -1.5813 3.9780
64 O -1.5871 0.2005 1.9003
65 H -4.4944 0.4043 2.4809
66 H -4.5339 -0.8567 3.7552
67 H -4.0837 -1.2891 2.0701
68 H -2.8938 1.0935 5.1370
69 H -1.1617 1.2908 4.7214
70 H -2.4163 2.1467 3.7679
71 H -1.2469 -2.3577 3.2444
72 H -0.6009 -1.2603 4.5035
73 H -2.2010 -2.0147 4.7164

Mulliken population analysis, charges in e, atoms 1 to 5: number 1, Sm, carries 0.67; number 2, P, carries 0.66; number 3, P, carries 0.62; number 4, P, carries 0.83; number 5, H, carries 0.21

2.
Below is a 2-piece molecular cluster, C4H9NO4S2 overall in a non-equilibrium geometry, with properties calculated with ωB97M-V/def2-TZVPD.

total energy = -35640.30974 eV
largest force on an atom = 3.6 eV/A
LUMO level = 5.732 eV
charge = -2
HOMO level = 0.259 eV
relative energy (zero: lowest compared OMol25 entry of this formula, charge and spin) = 62.49 kcal per mole
HOMO-LUMO gap = 0.20114 hartree

Element x y z (Å)
1 C 1.8021 -0.4353 0.4056
2 C 2.4185 -1.3419 1.1576
3 C 2.0187 1.0787 0.3334
4 C -1.6031 2.2294 -1.3994
5 N -0.5793 0.1568 0.3877
6 O 0.0035 -2.2580 -0.0764
7 O -2.5570 -2.5881 -0.5520
8 O -2.0732 1.9438 1.1316
9 O -2.9137 0.1497 -0.4433
10 S 0.2451 -0.8184 -0.5685
11 S -1.8346 1.1055 -0.0737
12 H -2.6607 -1.6004 -0.4294
13 H 3.3145 -1.3125 1.7774
14 H 1.9010 -2.2957 1.4600
15 H 1.5727 1.6169 1.1368
16 H 1.6327 1.4100 -0.6072
17 H 3.1540 1.2437 0.2950
18 H -0.5333 2.4774 -1.2955
19 H -1.6185 1.7846 -2.3964
20 H -1.6892 -2.5459 -0.2433

Mulliken population analysis, charges in e, atoms 1 to 5: number 1, C, carries 0.37; number 2, C, carries -0.69; number 3, C, carries -1.10; number 4, C, carries -0.97; number 5, N, carries -0.45

3.
Below is C21H31AsIIrN5O4S as an isolated structure, with properties calculated with ωB97M-V/def2-TZVPD.

total energy = -120505.16188 eV
largest force on an atom = 0.6 eV/A
LUMO level = -10.678 eV
charge = +3
HOMO level = -17.036 eV
relative energy (zero: lowest compared OMol25 entry of this formula, charge and spin) = 0.00 kcal per mole
HOMO-LUMO gap = 0.23363 hartree

Element x y z (Å)
1 Ir 0.2525 0.9060 -0.7294
2 C -2.0452 0.2833 -3.4267
3 As -1.8895 0.1607 -1.5173
4 C -3.4689 1.0139 -0.8232
5 C -1.9891 -1.6865 -0.9999
6 H -2.9687 -0.2203 -3.7169
7 H -1.2054 -0.2038 -3.9124
8 H -2.1057 1.3299 -3.7233
9 H -4.2732 0.7547 -1.5144
10 H -3.3746 2.0960 -0.7933
11 H -3.7157 0.6194 0.1597
12 H -3.0147 -2.0031 -1.2001
13 H -1.7658 -1.7928 0.0608
14 H -1.2960 -2.2794 -1.5941
15 C -0.7561 -5.1555 2.8225
16 C 0.4441 -4.3713 2.3120
17 S 0.1712 -2.6028 2.3495
18 O 0.7509 -2.0017 1.1455
19 O -1.2162 -2.2953 2.6023
20 C 1.1405 -2.0348 3.7519
21 C 0.8197 -0.6026 4.2332
22 N 0.1282 0.2114 3.2140
23 C 0.6960 0.6004 2.0708
24 N -0.2413 1.0566 1.2215
25 C -1.4442 1.0346 1.8944
26 C -1.2238 0.4856 3.1020
27 N -2.2565 0.1964 4.0848
28 O -3.3837 0.3737 3.6900
29 O -1.9115 -0.1473 5.1914
30 C 2.1538 0.5396 1.7882
31 H -0.5083 -6.2154 2.7982
32 H -1.6329 -4.9913 2.2008
33 H -1.0063 -4.8884 3.8477
34 H 0.6925 -4.5881 1.2728
35 H 1.3383 -4.5541 2.9113
36 H 2.1831 -2.1488 3.4537
37 H 0.9444 -2.7311 4.5682
38 H 1.7414 -0.0887 4.4994
39 H 0.1784 -0.6210 5.1034
40 H -2.3677 1.3986 1.4885
41 H 2.7159 1.0673 2.5607
42 H 2.3897 1.0442 0.8440
43 H 2.5003 -0.4903 1.7235
44 C 2.5408 -0.8671 -4.6199
45 C 1.9426 0.3776 -4.7578
46 C 1.2537 0.9182 -3.6912
47 N 1.1442 0.2787 -2.5142
48 C 1.7216 -0.9354 -2.3858
49 C 2.4234 -1.5366 -3.4079
50 H 3.0870 -1.3096 -5.4426
51 H 2.0038 0.9309 -5.6846
52 H 0.7696 1.8811 -3.7768
53 H 1.6081 -1.4305 -1.4232
54 H 2.8692 -2.5091 -3.2538
55 I 3.9090 5.1580 -2.0688
56 C 1.9478 4.5610 -1.7852
57 C 0.8824 5.4555 -1.8525
58 C -0.4092 4.9892 -1.6540
59 C -0.6188 3.6533 -1.3860
60 N 0.4094 2.7893 -1.3403
61 C 1.6700 3.2281 -1.5299
62 H 1.0586 6.5042 -2.0550
63 H -1.2552 5.6616 -1.6940
64 H -1.6011 3.2528 -1.1976
65 H 2.4633 2.4911 -1.4946

Mulliken population analysis, charges in e, atoms 1 to 5: number 1, Ir, carries 0.85; number 2, C, carries -1.18; number 3, As, carries 0.39; number 4, C, carries -1.34; number 5, C, carries -0.83

4.
Below is an isolated ion of composition C5H8Cl3N2OS and charge +1 in a non-equilibrium geometry, with properties calculated with ωB97M-V/def2-TZVPD.

SMILES = CCO[C@]1(C(Cl)(Cl)Cl)NC=[NH+]S1
total energy = -58736.31086 eV
largest force on an atom = 4.1 eV/A
LUMO level = -3.681 eV
charge = +1
HOMO level = -13.513 eV
relative energy (zero: lowest compared OMol25 entry of this formula, charge and spin) = 0.00 kcal per mole
HOMO-LUMO gap = 0.36130 hartree

Element x y z (Å)
1 C 1.5870 2.0801 -1.3962
2 C 1.6188 0.9410 -0.3504
3 O 0.1647 0.8723 0.0582
4 C -0.6301 -0.1502 0.2322
5 C -2.1051 0.5639 0.1393
6 Cl -2.0934 1.7125 1.4448
7 Cl -2.2310 1.2149 -1.4219
8 Cl -3.4112 -0.6583 0.2789
9 N -0.4904 -1.0025 1.4472
10 C -0.1421 -2.2400 1.2284
11 N -0.2135 -2.6860 0.0268
12 S -0.5963 -1.4563 -1.1346
13 H 0.9862 1.5176 -2.1614
14 H 0.9345 2.8387 -0.8804
15 H 2.6574 2.3870 -1.5700
16 H 2.1764 1.2617 0.5511
17 H 1.9504 -0.0426 -0.6564
18 H -0.1791 -0.4375 2.3384
19 H -0.1254 -3.0154 2.0462
20 H 0.1422 -3.7006 -0.2202

Mulliken population analysis, charges in e, atoms 1 to 5: number 1, C, carries -0.84; number 2, C, carries -0.38; number 3, O, carries -0.26; number 4, C, carries -0.49; number 5, C, carries 0.88

5.
Below is a 2-piece molecular cluster, C5H5N overall in a non-equilibrium geometry, with properties calculated with ωB97M-V/def2-TZVPD.

total energy = -6750.96256 eV
largest force on an atom = 3.6 eV/A
LUMO level = 0.021 eV
HOMO level = -10.599 eV
relative energy (zero: lowest compared OMol25 entry of this formula, charge and spin) = 114.04 kcal per mole
HOMO-LUMO gap = 0.39026 hartree

Element x y z (Å)
1 C 0.9436 1.0604 0.4245
2 C 1.4797 0.0435 1.0154
3 C -2.0205 0.4617 -0.7871
4 C 0.7307 -0.2778 -0.2626
5 C -0.5631 -0.9471 -0.1644
6 N -2.8148 1.2550 -1.1303
7 H 0.6984 2.0891 0.3309
8 H 2.0190 -0.4051 1.8124
9 H -0.7966 -1.7067 -0.8923
10 H 1.2914 -0.4769 -1.1712
11 H -0.9677 -1.0960 0.8247

Mulliken population analysis, charges in e, atoms 1 to 5: number 1, C, carries -0.27; number 2, C, carries -0.47; number 3, C, carries 0.03; number 4, C, carries -0.12; number 5, C, carries -0.62

6.
Below is an isolated ion of composition C9H13N6 and charge +1 in a non-equilibrium geometry, with properties calculated with ωB97M-V/def2-TZVPD.

SMILES = C[C@H]1C[C@]1(C)n1[nH]nc2c(=[NH2+])ncnc1-2
total energy = -18474.52624 eV
largest force on an atom = 6.7 eV/A
LUMO level = -4.077 eV
charge = +1
HOMO level = -12.890 eV
relative energy (zero: lowest compared OMol25 entry of this formula, charge and spin) = 11.14 kcal per mole
HOMO-LUMO gap = 0.32390 hartree

Element x y z (Å)
1 C -3.8134 0.8030 -0.0133
2 C -2.4748 0.5663 0.5934
3 C -2.0055 -0.6944 1.2915
4 C -1.4863 -0.2495 -0.0094
5 C -1.6671 -1.1759 -1.2162
6 N 0.1372 0.3964 -0.1148
7 N 0.4123 1.6808 0.2277
8 N 1.6764 1.9110 0.2994
9 C 2.2277 0.7308 0.0094
10 C 3.6057 0.2795 0.0370
11 N 4.7035 0.9477 0.1337
12 N 3.7719 -1.0643 -0.1483
13 C 2.7300 -1.8506 -0.2502
14 N 1.4841 -1.5539 -0.4125
15 C 1.2173 -0.2616 -0.2803
16 H -3.5490 0.8458 -1.0528
17 H -4.1158 1.8055 0.2790
18 H -4.5804 0.1859 0.3612
19 H -2.0901 1.3190 1.2959
20 H -1.6361 -0.6847 2.2913
21 H -2.4133 -1.6296 1.2042
22 H -0.6786 -1.5154 -1.5510
23 H -1.9786 -0.6565 -2.1867
24 H -2.3808 -1.9166 -1.1301
25 H -0.3405 2.3506 0.3973
26 H 4.6558 2.0256 0.1489
27 H 5.6050 0.3647 0.1660
28 H 2.9834 -2.9598 -0.3703

Mulliken population analysis, charges in e, atoms 1 to 5: number 1, C, carries -1.46; number 2, C, carries 0.38; number 3, C, carries -1.34; number 4, C, carries 0.98; number 5, C, carries -1.53

total energy of number 6 (C9H13N6)? -18474.52624 eV

total energy of number 4 (C5H8Cl3N2OS)? -58736.31086 eV

What is the total energy in the third record? -120505.16188 eV